# 1
# C46H51N3O5P4PtS5Se2

A molecular structure, C46H51N3O5P4PtS5Se2 at a distorted geometry (ωB97M-V/def2-TZVPD, the Open Molecules 2025 dataset).

Kohn-Sham gap (alpha / beta) (eV): 4.697 / 4.791
Spin multiplicity: 2
Total charge: -1
<S²>: 0.775
LUMO energy (alpha / beta) (eV): -0.20 / -0.16

CARTESIAN COORDINATES (ANGSTROEM)
1 Pt -0.021 0.431 0.124
2 Se 0.375 -6.418 0.303
3 P 1.934 -5.182 0.980
4 C 3.424 -5.311 -0.054
5 C 3.300 -5.724 -1.372
6 C 4.425 -5.808 -2.172
7 C 5.671 -5.500 -1.653
8 C 5.795 -5.096 -0.332
9 C 4.673 -4.992 0.471
10 C 2.388 -5.747 2.638
11 C 3.329 -6.762 2.772
12 C 3.519 -7.363 4.002
13 C 2.755 -6.973 5.089
14 C 1.795 -5.985 4.946
15 C 1.602 -5.374 3.721
16 C 1.571 -3.430 1.082
17 C 1.267 -2.525 0.055
18 N 0.955 -1.393 0.673
19 N 1.056 -1.581 1.965
20 N 1.424 -2.784 2.251
21 P 1.398 -2.567 -1.751
22 Se 0.048 -0.952 -2.460
23 C -0.096 -3.823 -1.921
24 C -1.184 -3.675 -1.076
25 C -2.277 -4.508 -1.216
26 C -2.282 -5.476 -2.205
27 C -1.204 -5.599 -3.065
28 C -0.106 -4.766 -2.929
29 C 2.978 -1.330 -1.537
30 C 4.091 -1.955 -1.008
31 C 5.248 -1.238 -0.768
32 C 5.301 0.108 -1.082
33 C 4.194 0.729 -1.633
34 C 3.030 0.013 -1.864
35 H 2.322 -5.981 -1.752
36 H 4.330 -6.120 -3.200
37 H 6.553 -5.583 -2.275
38 H 6.769 -4.859 0.072
39 H 4.754 -4.656 1.497
40 H 3.901 -7.076 1.910
41 H 4.256 -8.146 4.108
42 H 2.904 -7.445 6.049
43 H 1.183 -5.696 5.788
44 H 0.854 -4.607 3.596
45 H -1.195 -2.910 -0.311
46 H -3.122 -4.390 -0.555
47 H -3.130 -6.137 -2.304
48 H -1.219 -6.342 -3.851
49 H 0.737 -4.851 -3.601
50 H 4.050 -3.006 -0.767
51 H 6.103 -1.737 -0.333
52 H 6.205 0.671 -0.898
53 H 4.227 1.781 -1.881
54 H 2.175 0.521 -2.290
55 C 0.732 0.528 6.464
56 C 1.511 -0.041 5.288
57 O 0.672 -0.588 4.277
58 P 0.337 0.203 2.934
59 S -1.430 -0.433 2.110
60 S 1.953 1.078 2.011
61 O -0.253 1.572 3.678
62 C -0.946 2.500 2.874
63 C -0.898 3.869 3.521
64 H 1.436 0.860 7.224
65 H 0.076 -0.230 6.884
66 H 0.127 1.368 6.141
67 H 2.133 -0.879 5.619
68 H 2.151 0.731 4.848
69 H -1.983 2.161 2.764
70 H -0.495 2.537 1.863
71 H -1.392 3.838 4.489
72 H -1.404 4.586 2.883
73 H 0.134 4.179 3.650
74 C -2.977 -0.580 -4.525
75 C -2.455 0.814 -4.214
76 C -2.331 1.671 -5.465
77 O -3.312 1.526 -3.323
78 P -3.916 0.908 -1.966
79 S -5.633 -0.019 -2.200
80 S -2.486 -0.257 -1.050
81 O -4.209 2.233 -1.136
82 C -3.527 3.483 -1.290
83 C -3.300 4.073 0.095
84 C -4.388 4.377 -2.176
85 H -2.313 -1.062 -5.237
86 H -3.986 -0.529 -4.932
87 H -2.993 -1.178 -3.615
88 H -1.468 0.733 -3.730
89 H -3.302 1.765 -5.949
90 H -1.628 1.205 -6.150
91 H -1.963 2.659 -5.199
92 H -2.556 3.304 -1.768
93 H -4.242 4.167 0.631
94 H -2.845 5.056 -0.006
95 H -2.629 3.435 0.664
96 H -5.383 4.486 -1.746
97 H -4.485 3.922 -3.159
98 H -3.928 5.357 -2.276
99 C 3.773 7.614 -3.840
100 C 3.278 8.016 -5.197
101 O 3.687 8.956 -5.820
102 S 1.968 7.044 -5.912
103 C 1.566 5.811 -4.670
104 C 0.546 6.069 -3.764
105 C 0.213 5.120 -2.821
106 C 0.883 3.893 -2.781
107 C 1.904 3.646 -3.707
108 C 2.235 4.595 -4.652
109 C 0.529 2.911 -1.832
110 C 0.204 2.098 -0.984
111 H 4.670 8.191 -3.616
112 H 3.999 6.551 -3.789
113 H 3.015 7.834 -3.088
114 H 0.021 7.012 -3.813
115 H -0.574 5.310 -2.106
116 H 2.425 2.701 -3.684
117 H 3.007 4.404 -5.385

=====

# 2
# C46H52CoFN8O4S

A molecular structure, C46H52CoFN8O4S at a distorted geometry (ωB97M-V/def2-TZVPD, the Open Molecules 2025 dataset).

Kohn-Sham gap (alpha / beta) (eV): 4.417 / 4.253
Spin multiplicity: 2
Total charge: -1
<S²>: 1.068
LUMO energy (alpha / beta) (eV): 2.19 / 2.20

CARTESIAN COORDINATES (ANGSTROEM)
1 Co -0.515 0.907 0.541
2 C 3.297 -0.820 -5.487
3 C 1.804 -0.731 -5.145
4 C 1.082 0.184 -6.140
5 C 1.149 -2.114 -5.252
6 C 1.698 -0.179 -3.736
7 C 1.783 1.194 -3.464
8 C 1.539 1.647 -2.181
9 N 1.310 0.860 -1.143
10 C 1.362 -0.469 -1.366
11 C 1.523 -1.005 -2.646
12 C 1.145 -1.336 -0.223
13 C 1.879 -2.513 -0.049
14 C 1.712 -3.295 1.078
15 C 0.737 -2.860 1.989
16 C 0.033 -1.701 1.745
17 N 0.218 -0.940 0.672
18 C 2.584 -4.501 1.389
19 C 3.604 -4.091 2.461
20 C 1.748 -5.674 1.922
21 C 3.334 -4.989 0.146
22 H 3.444 -1.228 -6.485
23 H 3.803 -1.460 -4.766
24 H 3.747 0.169 -5.441
25 H 1.112 -0.254 -7.137
26 H 1.545 1.165 -6.201
27 H 0.042 0.311 -5.840
28 H 1.068 -2.408 -6.297
29 H 0.149 -2.088 -4.822
30 H 1.731 -2.874 -4.740
31 H 2.008 1.905 -4.243
32 H 1.518 2.711 -1.981
33 H 1.461 -2.075 -2.758
34 H 2.626 -2.747 -0.791
35 H 0.557 -3.397 2.906
36 H -0.712 -1.355 2.447
37 H 3.103 -3.840 3.391
38 H 4.171 -3.221 2.141
39 H 4.291 -4.915 2.651
40 H 1.270 -5.421 2.864
41 H 2.398 -6.530 2.098
42 H 0.982 -5.957 1.202
43 H 4.060 -4.252 -0.186
44 H 2.635 -5.190 -0.664
45 H 3.866 -5.911 0.372
46 N -2.223 2.111 4.578
47 C -1.950 1.059 5.404
48 C -1.921 0.961 6.782
49 C -1.613 -0.277 7.316
50 C -1.346 -1.368 6.489
51 C -1.379 -1.273 5.109
52 C -1.684 -0.036 4.541
53 N -1.780 0.380 3.236
54 C -2.083 1.654 3.285
55 C -2.291 2.576 2.200
56 C -3.187 3.624 2.279
57 S -3.050 4.649 0.895
58 C -1.787 3.614 0.328
59 N -1.540 2.572 1.068
60 H -2.353 3.072 4.843
61 H -2.096 1.820 7.412
62 H -1.574 -0.397 8.390
63 H -1.087 -2.310 6.956
64 H -1.170 -2.140 4.500
65 H -3.911 3.844 3.037
66 H -1.260 3.862 -0.566
67 F -0.277 5.632 2.259
68 C 0.726 5.006 2.926
69 C 1.384 3.981 2.319
70 N 2.417 3.335 2.939
71 C 2.941 2.129 2.341
72 C 1.850 0.984 2.333
73 O 2.162 -0.102 2.783
74 O 0.757 1.367 1.841
75 C 2.895 3.756 4.159
76 O 3.878 3.288 4.696
77 N 2.191 4.794 4.728
78 C 1.074 5.484 4.229
79 O 0.550 6.370 4.884
80 H 1.117 3.626 1.337
81 H 3.809 1.797 2.910
82 H 3.205 2.321 1.296
83 H 2.539 5.115 5.621
84 C -3.102 3.362 -2.868
85 C -1.788 2.594 -3.051
86 C -1.059 3.141 -4.282
87 C -2.085 1.115 -3.123
88 C -2.571 0.593 -4.301
89 C -2.960 -0.731 -4.418
90 C -2.933 -1.535 -3.287
91 C -2.468 -1.067 -2.080
92 C -2.579 -1.908 -0.834
93 C -2.208 -3.372 -1.053
94 C -4.000 -1.761 -0.283
95 C -1.963 0.277 -1.955
96 N -1.467 0.722 -0.832
97 H -2.915 4.425 -2.725
98 H -3.652 2.990 -2.006
99 H -3.722 3.237 -3.755
100 H -1.153 2.747 -2.177
101 H -1.735 3.225 -5.131
102 H -0.236 2.491 -4.558
103 H -0.661 4.136 -4.072
104 H -2.668 1.247 -5.156
105 H -3.325 -1.117 -5.360
106 H -3.309 -2.545 -3.360
107 H -1.899 -1.490 -0.091
108 H -2.950 -3.884 -1.661
109 H -2.141 -3.889 -0.097
110 H -1.243 -3.447 -1.547
111 H -4.726 -2.148 -0.998
112 H -4.207 -0.708 -0.112
113 H -4.110 -2.291 0.660

=====

# 3
# C46H52N7O2Sn

A molecular structure, C46H52N7O2Sn (ωB97M-V/def2-TZVPD, the Open Molecules 2025 dataset).

Kohn-Sham gap (eV): 5.968
Total charge: +1
LUMO energy (eV): -4.25

CARTESIAN COORDINATES (ANGSTROEM)
1 Sn 1.800 0.832 0.160
2 C -0.227 -6.156 2.222
3 C 0.816 -6.130 1.096
4 C 1.861 -7.210 1.387
5 C 0.130 -6.460 -0.239
6 C 1.425 -4.730 0.992
7 C 0.629 -3.647 0.915
8 C 1.204 -2.328 0.804
9 N 0.594 -1.204 0.603
10 C -0.753 -0.913 0.466
11 C -1.755 -1.784 -0.003
12 C -3.049 -1.353 -0.106
13 C -3.335 -0.043 0.340
14 C -2.397 0.862 0.786
15 C -1.037 0.438 0.780
16 O -0.041 1.267 1.060
17 C -2.798 2.243 1.313
18 C -2.174 3.356 0.465
19 C -2.323 2.377 2.768
20 C -4.315 2.443 1.293
21 C -4.179 -2.220 -0.650
22 C -3.664 -3.562 -1.169
23 C -5.190 -2.490 0.474
24 C -4.878 -1.489 -1.805
25 C 2.685 -2.173 1.032
26 O 3.114 -1.053 1.301
27 C 3.526 -3.373 0.945
28 C 2.877 -4.554 0.935
29 C 5.044 -3.244 0.944
30 C 5.524 -2.676 2.290
31 C 5.485 -2.318 -0.202
32 C 5.711 -4.604 0.739
33 H -0.635 -7.162 2.322
34 H 0.217 -5.872 3.178
35 H -1.062 -5.483 2.023
36 H 1.356 -8.168 1.515
37 H 2.573 -7.328 0.568
38 H 2.418 -7.005 2.304
39 H -0.326 -7.451 -0.186
40 H -0.656 -5.738 -0.469
41 H 0.845 -6.460 -1.063
42 H -0.442 -3.749 0.962
43 H -1.479 -2.762 -0.364
44 H -4.369 0.268 0.315
45 H -1.089 3.293 0.476
46 H -2.530 3.299 -0.568
47 H -2.466 4.330 0.866
48 H -1.240 2.308 2.844
49 H -2.637 3.344 3.169
50 H -2.765 1.597 3.391
51 H -4.724 2.390 0.282
52 H -4.833 1.712 1.916
53 H -4.546 3.432 1.690
54 H -3.222 -4.163 -0.370
55 H -4.492 -4.135 -1.586
56 H -2.919 -3.435 -1.959
57 H -4.718 -3.022 1.301
58 H -5.612 -1.563 0.866
59 H -6.016 -3.099 0.102
60 H -4.166 -1.217 -2.588
61 H -5.642 -2.130 -2.247
62 H -5.371 -0.576 -1.469
63 H 3.470 -5.456 0.922
64 H 5.123 -1.683 2.476
65 H 5.231 -3.330 3.114
66 H 6.613 -2.611 2.286
67 H 5.127 -1.301 -0.060
68 H 6.575 -2.291 -0.245
69 H 5.125 -2.688 -1.165
70 H 5.502 -5.294 1.559
71 H 5.406 -5.074 -0.199
72 H 6.792 -4.464 0.702
73 C 3.584 4.388 3.202
74 C 3.595 3.310 2.327
75 N 2.875 3.313 1.213
76 C 2.143 4.396 0.959
77 C 2.105 5.453 1.866
78 N 2.827 5.454 2.980
79 C 1.332 4.406 -0.293
80 C 0.854 5.604 -0.809
81 C 0.030 5.589 -1.925
82 C -0.289 4.354 -2.472
83 C 0.233 3.199 -1.905
84 N 1.056 3.227 -0.857
85 C -0.133 1.853 -2.433
86 C -1.113 1.669 -3.409
87 N -1.440 0.474 -3.881
88 C -0.783 -0.567 -3.388
89 C 0.175 -0.410 -2.399
90 N 0.482 0.787 -1.916
91 C -0.508 6.843 -2.500
92 C -1.822 6.919 -2.944
93 C -2.281 8.117 -3.469
94 N -1.529 9.207 -3.583
95 C -0.271 9.127 -3.159
96 C 0.283 7.980 -2.610
97 H 4.185 4.380 4.104
98 H 4.192 2.428 2.532
99 H 1.466 6.312 1.706
100 H 1.109 6.544 -0.341
101 H -0.921 4.314 -3.345
102 H -1.669 2.502 -3.814
103 H -1.031 -1.549 -3.771
104 H 0.689 -1.267 -1.978
105 H -2.494 6.074 -2.858
106 H -3.306 8.204 -3.812
107 H 0.330 10.023 -3.265
108 H 1.320 7.976 -2.301

=====

# 4
# C46H53N7OP2V

A molecular structure, C46H53N7OP2V at a distorted geometry (ωB97M-V/def2-TZVPD, the Open Molecules 2025 dataset).

Kohn-Sham gap (alpha / beta) (eV): 5.339 / 5.737
Spin multiplicity: 4
Total charge: +2
<S²>: 3.764
LUMO energy (alpha / beta) (eV): -5.50 / -5.50

CARTESIAN COORDINATES (ANGSTROEM)
1 V 2.337 0.729 -0.514
2 C 3.501 3.063 1.217
3 N 4.118 1.762 0.717
4 C 4.612 0.954 1.842
5 C 3.458 0.125 2.312
6 C 3.179 -0.293 3.612
7 C 2.140 -1.248 3.870
8 C 1.174 -1.532 2.952
9 C 1.466 -1.032 1.670
10 N 2.527 -0.285 1.340
11 C 5.176 2.040 -0.265
12 C 4.650 2.413 -1.643
13 C 5.443 2.991 -2.556
14 C 5.049 3.046 -3.892
15 C 3.679 2.844 -4.114
16 C 2.869 2.268 -3.154
17 N 3.377 1.932 -1.933
18 C 2.050 2.959 1.519
19 C 1.536 3.527 2.720
20 C 0.286 3.072 3.181
21 C -0.480 2.298 2.325
22 C -0.015 1.984 1.053
23 N 1.265 2.236 0.698
24 H 3.934 3.321 2.248
25 H 3.804 3.756 0.417
26 H 5.476 0.340 1.560
27 H 4.988 1.667 2.638
28 H 3.780 0.005 4.419
29 H 2.159 -1.602 4.881
30 H 0.390 -2.257 3.116
31 H 0.815 -1.219 0.804
32 H 5.927 2.796 0.059
33 H 5.732 1.099 -0.397
34 H 6.372 3.411 -2.219
35 H 5.711 3.316 -4.700
36 H 3.339 3.036 -5.117
37 H 1.790 2.035 -3.354
38 H 2.239 4.134 3.320
39 H -0.098 3.451 4.131
40 H -1.390 1.757 2.664
41 H -0.651 1.485 0.297
42 C -2.925 -2.061 -3.006
43 N -2.028 -1.380 -2.008
44 P -0.947 -0.065 -2.365
45 C -2.134 1.172 -2.812
46 C -1.954 2.463 -2.204
47 C -2.925 3.428 -2.246
48 C -4.078 3.238 -2.995
49 C -4.126 2.077 -3.785
50 C -3.204 1.095 -3.674
51 C -0.313 -0.629 -3.962
52 C -0.312 0.237 -5.050
53 C 0.447 -0.127 -6.187
54 C 1.028 -1.406 -6.304
55 C 0.968 -2.258 -5.226
56 C 0.263 -1.892 -4.050
57 P -1.972 -1.862 -0.350
58 C -1.494 -3.606 -0.457
59 C -2.434 -4.583 -0.881
60 C -1.958 -5.788 -1.354
61 C -0.612 -6.181 -1.104
62 C 0.328 -5.256 -0.626
63 C -0.128 -3.983 -0.306
64 C -3.732 -1.784 0.233
65 C -4.637 -0.792 -0.256
66 C -5.960 -0.755 0.156
67 C -6.449 -1.715 1.088
68 C -5.548 -2.659 1.582
69 C -4.207 -2.726 1.079
70 H -2.833 -1.636 -4.013
71 H -3.965 -1.835 -2.679
72 H -2.789 -3.181 -3.020
73 H -1.020 2.657 -1.713
74 H -2.710 4.343 -1.722
75 H -4.932 3.957 -2.984
76 H -4.916 2.020 -4.551
77 H -3.331 0.295 -4.431
78 H -0.850 1.180 -5.103
79 H 0.463 0.510 -7.062
80 H 1.512 -1.693 -7.232
81 H 1.541 -3.203 -5.214
82 H 0.190 -2.553 -3.186
83 H -3.522 -4.398 -0.736
84 H -2.633 -6.537 -1.728
85 H -0.264 -7.146 -1.459
86 H 1.389 -5.441 -0.368
87 H 0.573 -3.192 -0.014
88 H -4.135 0.033 -0.754
89 H -6.649 0.020 -0.229
90 H -7.493 -1.650 1.481
91 H -5.758 -3.398 2.390
92 H -3.520 -3.518 1.351
93 N -1.041 2.543 8.041
94 C -1.625 1.239 7.548
95 C -0.938 0.527 6.449
96 N -1.792 -0.514 5.887
97 H -1.718 2.968 8.724
98 H -0.913 3.238 7.299
99 H -0.179 2.352 8.578
100 H -2.645 1.475 7.214
101 H -1.709 0.548 8.412
102 H 0.054 0.122 6.798
103 H -0.683 1.228 5.679
104 H -2.106 -0.266 4.950
105 H -1.378 -1.432 6.003
106 C 3.171 -1.673 -1.902
107 O 2.049 -1.093 -1.173
108 H 4.126 -1.288 -1.445
109 H 3.159 -1.479 -3.007
110 H 3.150 -2.715 -1.733

=====

Number 1: electronic energy -10602.5463 Ha. Number 2: electronic energy -4404.0351 Ha. Number 3: electronic energy -2532.0193 Ha. Number 4: electronic energy -3869.3671 Ha.